Record 1
The following is a quantum chemistry calculation of the molecule C5H12O, from OMol25.

Positions of all 18 atoms, in Å:
C: 0.38 0.63 -0.30
O: -0.30 -0.61 -0.31
H: -3.79 -0.11 0.24
H: -2.88 -0.36 -1.37
C: -2.84 0.09 -0.34
C: 2.65 -0.55 -0.30
H: -1.41 0.04 1.46
C: 1.70 0.41 0.44
H: 0.62 0.89 -1.30
C: -1.58 -0.54 0.49
H: 3.40 -0.80 0.43
H: -2.84 1.19 -0.28
H: -0.30 1.38 0.16
H: 3.17 0.02 -1.15
H: 2.20 -1.51 -0.74
H: -1.80 -1.58 0.83
H: 2.16 1.42 0.58
H: 1.47 0.02 1.48

Summary:
**Net charge**: 0
**Gap between HOMO and LUMO**: 10.64 eV
**Multiplicity**: 1
**Structure (SMILES)**: CCCOCC
**E_HOMO**: -9.5 eV
**Lowest unoccupied orbital energy**: 1.161 eV
**E**: -272.8934 hartree

Results of the natural (NBO) charge analysis, in e, for atoms 1 through 2:
1. C -0.063
2. O -0.560

***

Record 2
The following is a quantum chemistry calculation of a structure of composition C3O4Pb, from OMol25.

Positions of all 8 atoms, in Å:
C: -0.65 0.98 -0.58
O: 0.60 0.60 0.28
O: -0.86 -2.13 0.36
C: -1.52 -0.01 -0.78
Pb: 0.82 2.83 0.11
O: -0.31 1.94 -1.42
C: 0.44 -1.88 0.89
O: 1.48 -2.33 1.14

Summary:
**Net charge**: -1
**Gap between HOMO and LUMO (spin up / spin down)**: 3.96 / 6.55 eV
**Multiplicity**: 2
**⟨S²⟩**: 0.7601
**E_HOMO (spin up / spin down)**: -1.2 / -3.7 eV
**Lowest unoccupied orbital energy (spin up / spin down)**: 2.795 / 2.822 eV
**E**: -607.8862 hartree

Results of the natural (NBO) charge analysis, in e, for atoms 1 through 2:
1. C 0.089
2. O -0.958

***

Going through the records in order, we get relative energy (zero: lowest compared OMol25 entry of this formula, charge and spin) values of 34.7 74.1 kcal per mole.